DFT (ωB97M-V/def2-TZVPD) results for an isolated molecule of C4H7NO2.

Last column: Mulliken charge in e.
Geometry (Å):
C: 0.835174 0.468338 -1.981121  -1.45
C: 0.247790 0.435645 -0.576338  0.47
C: -1.232688 0.127061 -0.465766  -0.08
O: -2.020095 0.789916 -1.003034  -0.41
N: 0.949036 -0.649734 0.298754  -0.31
C: 0.933548 -0.571604 1.641861  -0.04
O: -0.090175 -0.547884 2.291250  -0.51
H: 0.718734 -0.591450 -2.334488  0.34
H: 1.826906 0.722718 -1.914396  0.42
H: 0.180045 0.988310 -2.634265  0.38
H: 0.519257 1.340584 0.094580  0.24
H: -1.356968 -0.502385 0.457184  0.33
H: 1.783985 -1.210814 0.022073  0.28
H: 1.864006 -0.891723 2.200487  0.36

Forces on atoms 1 to 6 (eV/Å):
C -2.626 -2.923 1.083
C 2.133 -0.754 2.153
C 2.962 -0.364 3.406
O -2.984 1.365 -2.184
N 1.622 0.194 -1.913
C -0.489 -2.608 1.801

The value obtained for the HOMO energy is -9.603 eV. As for the relative energy (zero: lowest compared OMol25 entry of this formula, charge and spin): 56.0 kcal/mol. As for the SMILES: C[C@@H](C=O)NC=O. Its spin multiplicity is 1. The calculation puts the LUMO energy at 0.51 eV. For the frontier orbital gap, the calculation gives 10.1 eV. The electronic energy is -361.7916 Ha. The largest force on an atom is 4.5 eV Å⁻¹.